(1)
C36H40BCaNP2 | ωB97M-V with the def2-TZVPD basis set

Computed properties:
Highest occupied orbital energy (spin up / spin down) in eV: -5.0 / -4.6
Net charge: 0
E_LUMO (spin up / spin down) in eV: -0.5 / -0.5

Geometry (Å):
Ca1 -0.61712 1.60768 1.88121
C1 -1.69069 0.99844 -3.51833
C2 -1.77297 -0.31792 -3.28286
C3 -1.03385 -1.32351 -4.14177
C4 0.41329 -0.98647 -4.62277
C5 1.26910 -0.13076 -3.71966
C6 1.32891 1.20260 -3.75867
C7 0.42073 2.03872 -4.62035
C8 -1.05854 1.57701 -4.76348
C9 1.61505 0.07404 2.99519
H1 -2.14396 1.72109 -2.83475
H2 -2.50621 -0.71604 -2.56416
H3 -1.62165 -1.57268 -5.04713
H4 -0.98114 -2.25947 -3.57492
H5 0.92023 -1.96350 -4.74422
H6 0.33089 -0.55357 -5.63273
H7 1.98428 -0.69554 -3.11778
H8 2.20659 1.72472 -3.36083
H9 0.83184 2.13898 -5.64399
H10 0.40891 3.05421 -4.20878
H11 -1.64567 2.45957 -5.08485
H12 -1.10157 0.84991 -5.58712
H13 1.04952 0.99200 3.29788
H14 2.63841 0.14279 3.40969
H15 1.14153 -0.73003 3.56028
P1 -1.51044 -0.76203 0.71636
P2 1.94316 -0.00827 1.23490
C10 -0.17807 -1.02099 -0.41567
C11 1.12721 -0.70395 -0.16006
C12 -2.40657 -2.27406 0.97432
C13 -2.71588 -3.15089 -0.08046
C14 -3.51539 -4.26729 0.18981
C15 -3.94090 -4.53506 1.50242
C16 -3.56539 -3.68473 2.55931
C17 -2.81541 -2.54220 2.30044
C18 -2.61855 0.56531 0.17108
C19 -2.09222 1.87414 -0.05447
C20 -2.91732 2.99906 0.07392
C21 -4.30224 2.83331 0.16414
C22 -4.83714 1.54180 0.22627
C23 -4.01593 0.41627 0.24316
C24 3.45001 -1.02143 1.29286
C25 3.26514 -2.35093 1.71155
C26 4.37090 -3.17144 1.94291
C27 5.66238 -2.69892 1.67298
C28 5.83205 -1.40982 1.15779
C29 4.72914 -0.56874 0.95100
C30 2.43233 1.69577 0.70079
C31 2.70157 2.75438 1.59991
C32 2.95536 4.05058 1.13201
C33 3.05888 4.31572 -0.23576
C34 2.82634 3.27215 -1.13596
C35 2.52191 1.98855 -0.67489
H16 -0.44392 -1.49886 -1.36481
H17 1.89525 -0.94611 -0.90782
H18 -2.33554 -2.94594 -1.08510
H19 -3.82645 -4.92706 -0.62361
H20 -4.58754 -5.39469 1.71035
H21 -3.86269 -3.89314 3.59167
H22 -2.53932 -1.83962 3.09456
H23 -1.00587 2.04088 -0.25151
H24 -2.46319 3.99817 0.05709
H25 -4.97092 3.70387 0.12471
H26 -5.91961 1.41246 0.26798
H27 -4.44036 -0.58455 0.34112
H28 2.25607 -2.74665 1.86311
H29 4.20818 -4.16900 2.35402
H30 6.52871 -3.32717 1.89681
H31 6.83764 -1.04607 0.94132
H32 4.87104 0.42606 0.52607
H33 2.71334 2.55010 2.67476
H34 3.07931 4.86474 1.85021
H35 3.34094 5.30837 -0.59667
H36 2.89561 3.47431 -2.20454
H37 2.30461 1.21536 -1.41362
B1 -1.81258 -0.00583 6.47259
C36 -1.45323 0.47098 5.03092
N1 -1.26703 0.82114 3.92322
H38 -3.04173 -0.00948 6.57226
H39 -1.38068 0.73286 7.36354
H40 -1.41087 -1.15365 6.71557

(2)
C18H43BFN8O18P | ωB97M-V with the def2-TZVPD basis set

Computed properties:
Highest occupied orbital energy in eV: -8.0
Net charge: 0
SMILES: CC[C@@H](F)[C@@]1(B(O)N(C)C)OC(=O)O[C@@]1(C)P(C)C.C[N+](=O)[O-].C[N+](=O)[O-].C[N+](=O)[O-].C[N+](=O)[O-].C[N+](=O)[O-].C[N+](=O)[O-].C[N+](=O)[O-]
E_LUMO in eV: -0.5

Geometry (Å):
C1 4.20495 1.83644 2.21929
C2 4.30010 1.30324 0.64587
C3 2.91637 1.43488 -0.19960
F1 3.31974 1.81309 -1.60728
C4 1.98834 0.11018 -0.33314
B1 0.45474 0.77244 -0.16413
O1 0.16238 1.89555 -1.11806
N1 -0.58277 0.30273 0.83650
C5 -0.59289 1.11427 2.11203
C6 -1.97982 0.27401 0.18343
O2 1.84730 -0.50408 -1.69573
C7 0.80354 -1.55337 -1.44782
O3 -0.14563 -1.94864 -2.29985
O4 1.13626 -2.06638 -0.07689
C8 2.24266 -1.24632 0.52248
C9 2.24420 -1.06464 2.15842
P1 3.74405 -2.37239 0.23210
C10 3.74215 -3.24880 -1.45772
C11 3.90595 -3.76247 1.54244
H1 3.32001 2.60086 2.37138
H2 5.23172 2.40612 2.43094
H3 4.08283 0.91587 2.94495
H4 4.81892 0.25766 0.64009
H5 5.07790 2.04902 0.13055
H6 2.35411 2.40319 0.21173
H7 -0.12924 1.53312 -2.00602
H8 -1.61802 1.68714 2.30938
H9 0.33304 1.85795 2.08302
H10 -0.45021 0.33123 3.00298
H11 -2.73271 -0.32857 0.86182
H12 -2.35156 1.34626 -0.10999
H13 -1.88248 -0.35936 -0.81983
H14 1.96030 0.04558 2.48936
H15 3.31622 -1.26069 2.64071
H16 1.49224 -1.80880 2.67541
H17 4.78150 -3.71197 -1.74599
H18 3.47497 -2.45915 -2.27851
H19 2.88830 -4.08076 -1.47927
H20 4.58644 -3.36430 2.43659
H21 2.88568 -4.17653 1.94623
H22 4.44921 -4.68157 1.01549
C12 3.82044 4.14610 6.05040
N2 4.15235 3.22525 4.92984
O5 3.53634 2.15449 4.87576
O6 5.02189 3.60344 4.13618
H23 3.04388 3.68755 6.66624
H24 4.73209 4.30058 6.63101
H25 3.46406 5.08140 5.61376
C13 0.16285 1.79841 5.99258
N3 0.62709 1.45467 7.36376
O7 0.48532 0.28288 7.73218
O8 1.12076 2.37093 8.03141
H26 -0.24656 0.90148 5.52304
H27 -0.60513 2.56858 6.08812
H28 1.02671 2.16562 5.43460
C14 -3.19532 -2.66862 -2.81896
N4 -4.64647 -2.81378 -2.52418
O9 -5.23037 -3.78455 -3.01975
O10 -5.15834 -1.94908 -1.80355
H29 -2.88075 -3.49477 -3.46011
H30 -3.05627 -1.71196 -3.32645
H31 -2.66144 -2.69467 -1.86675
C15 -8.21723 -3.80660 -2.39224
N5 -9.38327 -4.30151 -1.61174
O11 -9.20191 -4.53779 -0.41165
O12 -10.44768 -4.43874 -2.22590
H32 -7.35301 -3.73417 -1.72859
H33 -8.02899 -4.52364 -3.19382
H34 -8.48046 -2.82472 -2.79105
C16 6.78970 5.52994 0.47111
N6 5.33855 5.38478 0.76590
O13 4.75466 4.41401 0.27032
O14 4.82669 6.24948 1.48652
H35 7.10427 4.70378 -0.17004
H36 6.92876 6.48660 -0.03638
H37 7.32359 5.50388 1.42333
C17 -9.73149 -4.75972 -6.16952
N7 -8.40340 -5.38134 -6.42164
O15 -8.17075 -5.77277 -7.57124
O16 -7.63200 -5.45869 -5.45834
H38 -10.30296 -4.75774 -7.10010
H39 -10.23613 -5.35796 -5.40824
H40 -9.55706 -3.73931 -5.82201
C18 0.48970 3.23476 -4.98144
N8 -0.96145 3.08960 -4.68666
O17 -1.54534 2.11883 -5.18223
O18 -1.47331 3.95430 -3.96603
H41 0.80427 2.40860 -5.62259
H42 0.62876 4.19142 -5.48894
H43 1.02359 3.20870 -4.02923

Table of DFT total energy (a.u.), in record order: -2835.49720 -2969.17490